Below is a 4-piece molecular cluster, H8O4 overall, with properties calculated with ωB97M-V/def2-TZVPD.

Each line ends with the natural charge from an NBO analysis.
Cartesian coordinates (Å):
O  -15.04172  -13.52061  12.08946  -0.96
H  -15.69938  -14.04295  11.63131  0.46
H  -15.39109  -13.41488  12.97652  0.48
O  -16.17163  -13.55239  14.64272  -1.00
H  -16.48592  -14.41039  14.41816  0.48
H  -15.41897  -13.56107  15.26288  0.50
O  -13.88817  -13.68672  15.93250  -0.94
H  -13.64160  -14.34647  15.26530  0.49
H  -13.58354  -12.80530  15.65265  0.49
O  -16.80322  -10.79533  15.16152  -0.95
H  -16.85399  -11.64631  14.74615  0.49
H  -16.21262  -10.91230  15.92134  0.46

Atomic forces in eV per Å
O 0.4700 -0.0624 -0.4439
H -0.1216 -0.0787 -0.2169
H -0.2605 0.2059 0.4486
O -0.3089 1.5033 -0.2945
H -0.1746 -1.1043 0.2204
H -0.1275 -0.6291 0.1230
O 0.0520 0.2097 0.1185
H 0.3153 0.5389 0.0884
H 0.1926 -0.6764 -0.1171
O 0.3071 0.9898 0.6819
H 0.0129 -0.8981 -0.2619
H -0.3567 0.0014 -0.3465

As for the HOMO energy: -11.054 eV. The energy comes out at -8319.8274 eV. For the lowest unoccupied orbital energy, the calculation gives 0.0079 Eh. Its SMILES is O.O.O.O.

Below is C23H22IrN8O2S as an isolated structure, with properties calculated with ωB97M-V/def2-TZVPD.

Each line ends with the natural charge from an NBO analysis.
Cartesian coordinates (Å):
Ir  -0.01019  -0.33185  0.20582  1.22
O  1.10410  6.36523  -0.24249  -0.44
C  -0.04627  6.01502  -0.13696  0.79
O  -1.20457  6.35232  -0.09436  -0.45
C  -0.03735  4.29178  -0.17803  0.02
C  -1.25946  3.63147  -0.12082  -0.20
C  -1.23523  2.25431  -0.08094  0.12
N  -0.02354  1.59138  -0.10015  -0.59
C  1.18103  2.26409  -0.15024  0.07
C  1.19205  3.64091  -0.20150  -0.14
C  2.32692  1.37811  -0.13355  0.24
C  3.65498  1.79150  -0.25676  -0.22
C  4.66518  0.85650  -0.27268  -0.12
C  4.34373  -0.49824  -0.15914  -0.24
C  3.02541  -0.85436  -0.01430  0.06
N  2.02771  0.04702  0.00626  -0.52
C  -2.36996  1.35774  -0.00300  0.17
C  -3.70564  1.74417  -0.12473  -0.21
C  -4.69775  0.78890  -0.12162  -0.12
C  -4.35090  -0.55742  0.01468  -0.24
C  -3.02645  -0.88840  0.16079  0.07
N  -2.04670  0.03469  0.16157  -0.51
H  -2.18380  4.18781  -0.10369  0.27
H  2.11060  4.20427  -0.25494  0.26
H  3.87690  2.84487  -0.34812  0.25
H  5.69551  1.16704  -0.37948  0.25
H  5.10769  -1.26125  -0.18739  0.26
H  2.74271  -1.89237  0.09141  0.22
H  -3.94521  2.79144  -0.24083  0.25
H  -5.73305  1.07955  -0.23605  0.25
H  -5.10221  -1.33324  0.00573  0.26
H  -2.71887  -1.91713  0.28891  0.23
C  1.34724  -0.50461  6.40568  -0.42
N  0.98256  -0.63717  4.99204  -0.38
C  1.88636  -1.47587  4.20062  -0.43
C  0.08662  0.15527  4.39619  0.35
S  0.48082  0.69285  2.77575  0.31
N  -1.02124  0.57723  4.96607  -0.35
C  -1.86148  1.60157  4.34232  -0.42
C  -1.56547  0.00392  6.19922  -0.42
H  2.42770  -0.37058  6.46431  0.24
H  1.08319  -1.39858  6.97101  0.23
H  0.87489  0.36415  6.85059  0.23
H  2.03769  -2.41248  4.73524  0.25
H  2.85770  -0.99625  4.05923  0.22
H  1.44528  -1.69997  3.23009  0.22
H  -1.28663  2.21555  3.64878  0.23
H  -2.26083  2.24841  5.12086  0.25
H  -2.69317  1.13483  3.81076  0.23
H  -1.19562  -1.00515  6.35552  0.23
H  -2.64842  -0.03497  6.09815  0.24
H  -1.32978  0.62326  7.06449  0.23
N  0.06459  -2.23747  0.30410  -0.63
C  0.34118  -3.38636  0.11828  0.64
N  0.53320  -4.56217  -0.11984  -0.47
C  1.25937  -5.62656  0.04834  0.38
N  1.88086  -6.59302  0.17923  -0.24

Atomic forces in eV per Å
Ir -0.0454 1.2688 0.2385
O -0.1008 -0.0198 0.2452
C -0.0934 -0.1294 -0.6242
O 0.1690 -0.0069 0.2361
C 0.0143 0.3190 0.1350
C -0.0981 -0.2730 0.0035
C -0.1577 0.2721 0.0131
N 0.0377 0.2168 -0.0563
C 0.1382 0.3443 0.0420
C 0.1110 -0.3234 -0.0010
C 0.0867 -0.1812 -0.0236
C -0.1039 -0.0054 0.0112
C -0.0411 -0.0853 0.0086
C 0.0239 0.1235 0.0019
C 0.1001 -0.1282 0.0276
N 0.1623 0.0313 -0.0482
C -0.0495 -0.1903 -0.0202
C 0.1129 0.0153 0.0271
C 0.0603 -0.0604 0.0082
C -0.0488 0.1067 0.0004
C -0.0878 -0.1319 0.0539
N -0.1405 -0.0719 -0.0414
H 0.0086 0.0209 0.0084
H -0.0109 0.0211 0.0175
H 0.0083 -0.0012 -0.0365
H -0.0063 0.0118 -0.0079
H -0.0166 -0.0145 0.0142
H -0.0710 0.0253 -0.0228
H -0.0184 -0.0062 -0.0437
H -0.0002 0.0012 0.0030
H 0.0210 -0.0168 0.0171
H 0.0700 0.0270 -0.0327
C 0.0623 -0.0543 0.2404
N -0.1484 0.0861 -0.2851
C 0.1586 0.0090 -0.0572
C 0.0625 -0.3395 0.3147
S -0.0930 0.0561 -0.2869
N 0.1043 0.1969 -0.0439
C -0.0843 0.0511 -0.1040
C -0.1237 -0.1039 0.1903
H -0.0163 0.0154 -0.0477
H -0.0372 0.0061 -0.0467
H 0.0047 0.0147 -0.0296
H -0.0216 0.0072 0.0033
H -0.0335 0.0209 0.0460
H -0.0231 -0.0423 0.0305
H 0.0128 0.0214 0.0650
H 0.0376 0.0259 -0.0054
H 0.0225 -0.0336 0.0363
H 0.0270 0.0160 -0.0608
H 0.0084 -0.0167 -0.0653
H 0.0183 0.0054 -0.0381
N 0.1015 -1.0487 -0.0996
C 0.3013 -0.1307 0.2183
N -0.8241 0.1821 -0.3502
C 0.5878 -0.2915 0.2566
N -0.1382 0.1876 -0.0351

As for the HOMO energy (alpha / beta): -11.559 / -14.495 eV. The energy comes out at -53877.6934 eV. As for the multiplicity: 6. For the lowest unoccupied orbital energy (alpha / beta), the calculation gives -0.2284 / -0.3597 Eh. Its net charge is +2.

Below is a 2-piece molecular cluster, C2H3Cl2NO overall, with properties calculated with ωB97M-V/def2-TZVPD.

Each line ends with the natural charge from an NBO analysis.
Cartesian coordinates (Å):
C  2.73461  -0.29345  -0.52608  0.33
C  -0.81836  -1.59496  0.34981  0.00
N  -1.19601  -0.92464  -0.73699  -0.78
O  2.63448  0.24639  -1.57761  -0.50
Cl  3.97278  -0.09466  0.59053  0.00
Cl  0.32285  -2.68128  -0.08053  0.01
H  2.03658  -1.14132  -0.08813  0.14
H  -0.94819  -1.34512  -1.70926  0.38
H  -1.53234  0.00607  -0.63742  0.41

Atomic forces in eV per Å
C -2.4002 -2.2913 -0.2315
C -1.6540 3.0793 0.1985
N 1.1144 -2.2564 -1.3596
O -0.0043 0.0703 0.2839
Cl 1.6286 0.6437 1.1018
Cl 1.4633 -2.9852 -0.6052
H 1.0443 1.8564 -1.1667
H -0.3500 1.5765 1.8782
H -0.8419 0.3066 -0.0994

As for the HOMO energy: -9.173 eV. The energy comes out at -30702.4600 eV. For the lowest unoccupied orbital energy, the calculation gives 0.0203 Eh.